No. 1
{
  "formula": "C2H3ClFI",
  "method": "the ωB97M-V functional and the def2-TZVPD basis",
  "homo_energy_ha": -0.34659,
  "orbital_gap_ev": 9.85,
  "smiles": "C=C(F)I.Cl",
  "relative_energy_ev": 0.350,
  "total_energy_ha": -935.72099,
  "charge": 0,
  "symbols": ["C", "C", "F", "Cl", "I", "H", "H", "H"],
  "xyz": [[-0.74665, 0.76387, 0.82498], [0.38696, 0.79340, 0.16252], [1.52615, 0.31865, 0.65500], [-0.26473, -2.38668, -0.79969], [0.62238, 1.56711, -1.78535], [-0.79033, 0.33681, 1.81378], [-1.64866, 1.14959, 0.39410], [0.91489, -2.54275, -1.26533]]
}

No. 2
{
  "formula": "C26H24Br2N4O8",
  "method": "the ωB97M-V functional and the def2-TZVPD basis",
  "homo_energy_ha": [-0.06647, -0.19336],
  "orbital_gap_ev": [2.55, 6.00],
  "spin_multiplicity": 2,
  "total_energy_ha": -6973.76461,
  "charge": -1,
  "symbols": ["Br", "C", "C", "Br", "H", "H", "H", "H", "C", "C", "C", "C", "C", "C", "N", "O", "O", "H", "H", "H", "H", "H", "C", "C", "C", "C", "C", "C", "N", "O", "O", "H", "H", "H", "H", "H", "C", "C", "C", "C", "C", "C", "N", "O", "O", "H", "H", "H", "H", "H", "C", "C", "C", "C", "C", "C", "N", "O", "O", "H", "H", "H", "H", "H"],
  "xyz": [[8.79410, -11.64363, 10.58040], [7.29043, -10.77782, 11.58487], [7.60861, -9.30478, 11.81587], [6.02810, -8.43967, 12.63639], [7.25889, -11.27914, 12.55223], [6.38719, -10.99224, 11.01367], [7.66400, -8.77535, 10.86470], [8.47222, -9.08912, 12.44497], [9.21218, -16.63036, 12.47824], [9.24053, -16.23806, 11.12010], [8.20083, -15.41158, 10.68333], [7.20964, -14.92819, 11.55112], [7.28493, -15.31041, 12.92411], [8.31611, -16.11854, 13.34901], [6.21408, -13.95100, 11.14282], [5.98734, -13.77441, 9.93820], [5.57809, -13.28894, 11.99829], [10.04012, -17.25990, 12.76910], [9.98150, -16.65732, 10.45557], [8.34492, -15.17156, 9.64024], [6.71982, -14.85112, 13.72168], [8.44130, -16.29249, 14.40753], [3.78395, -6.50153, 15.01499], [3.02691, -6.07908, 16.11226], [2.87381, -4.69267, 16.21580], [3.57260, -3.73493, 15.43384], [4.34317, -4.21239, 14.41723], [4.47367, -5.58809, 14.19116], [3.34956, -2.23890, 15.61386], [4.05461, -1.47201, 14.92837], [2.52190, -1.83140, 16.39873], [3.86820, -7.53548, 14.71455], [2.49723, -6.80527, 16.71099], [2.09625, -4.43825, 16.92085], [4.92982, -3.60052, 13.74800], [5.10464, -5.94918, 13.39249], [11.92761, -12.49042, 12.69056], [12.53513, -13.38782, 13.59166], [13.78430, -13.13081, 14.14326], [14.40506, -11.90726, 13.85196], [13.91838, -11.02216, 12.89170], [12.69463, -11.35277, 12.32584], [15.67158, -11.65765, 14.52589], [16.08778, -10.48992, 14.64658], [16.31323, -12.60044, 14.91978], [11.09581, -12.77692, 12.06411], [12.11766, -14.30473, 13.98076], [14.30198, -13.79066, 14.82370], [14.48329, -10.15089, 12.59475], [12.20850, -10.65924, 11.65568], [13.66933, -7.28021, 12.79396], [12.28772, -7.10414, 12.90280], [11.49448, -7.47912, 11.82226], [12.08804, -8.00400, 10.63850], [13.47428, -8.17913, 10.56126], [14.21938, -7.80088, 11.61740], [11.23246, -8.43922, 9.52088], [10.08648, -8.00351, 9.44804], [11.81102, -9.05074, 8.61586], [14.36146, -6.99494, 13.57239], [11.81544, -6.74134, 13.80376], [10.41742, -7.40113, 11.83786], [13.97012, -8.58965, 9.69408], [15.28397, -7.98272, 11.61673]]
}

No. 3
{
  "formula": "CH14N3O4",
  "method": "the ωB97M-V functional and the def2-TZVPD basis",
  "homo_energy_ha": -0.51471,
  "orbital_gap_ev": 11.25,
  "relative_energy_ev": 1.617,
  "total_energy_ha": -511.51453,
  "charge": 1,
  "symbols": ["N", "C", "N", "N", "H", "H", "H", "H", "H", "H", "H", "H", "O", "H", "H", "O", "H", "H", "O", "H", "H", "O"],
  "xyz": [[0.22761, 0.03274, 2.13089], [0.76336, -0.04876, 0.85458], [1.67043, -1.05272, 0.45720], [0.86564, 1.18820, 0.31227], [-0.52592, 0.63715, 2.27270], [0.20535, -0.75417, 2.65952], [2.36211, -0.92260, -0.34381], [1.99700, -1.62338, 1.16445], [1.28172, 1.16639, -0.65907], [0.25106, 1.97618, 0.49989], [-2.12541, 1.86082, 0.90408], [-2.14329, 2.84957, 1.97602], [-1.59752, 2.18115, 1.56112], [0.95770, -0.32592, -2.36395], [2.40178, 0.22220, -2.60212], [1.81141, -0.01449, -1.98287], [-1.21263, -0.08087, -2.91478], [-1.21453, -1.04009, -1.77269], [-0.90629, -0.14863, -2.01440], [-2.83576, -1.96611, 0.03110], [-1.94845, -2.85119, -0.97461], [-1.97969, -2.02215, -0.47719]]
}